This record from the Open Molecules 2025 dataset describes a structure of composition C19H27BCr2FN2O23 in a non-equilibrium geometry. The level of theory is ωB97M-V/def2-TZVPD.

The spin multiplicity is 9. For the HOMO-LUMO gap (spin up / spin down), the calculation gives 6.4690 / 7.3547 eV. As for the net charge: +1. The value obtained for the HOMO energy (spin up / spin down) is -11.8 / -11.8 eV. For the total energy, the calculation gives -130443.0864 eV. As for the largest force on an atom: 3.295 eV/Å.

```
75
Properties=species:S:1:pos:R:3:forces:R:3:lowdin_spin:R:1
Cr 0.245242 -3.394263 -29.479844 1.6 1.1 -1.0 3.845
Cr 3.550261 -1.264890 -26.183256 -1.3 1.0 -1.6 3.862
O 1.663005 -2.821323 -31.080140 -0.6 -1.0 0.6 0.027
C 2.242481 -2.206120 -31.943086 -0.4 -0.1 -0.2 0.005
O 2.447219 -0.940769 -31.904679 0.2 0.6 0.3 0.002
B 3.120142 -0.502221 -33.143285 1.4 -0.3 -1.5 0.000
O 3.444680 -1.776592 -33.840977 -0.7 0.5 0.1 0.000
C 2.809426 -2.766861 -33.249352 0.8 0.0 -0.1 0.001
O 2.750127 -3.902427 -33.585736 -0.3 -0.6 -0.1 0.000
O 4.357658 0.219633 -32.888124 -0.2 0.3 0.8 0.000
C 4.147584 1.521350 -33.128062 0.3 -0.4 -1.0 0.000
O 4.885675 2.413172 -32.862909 0.2 0.2 0.4 0.000
C 2.842584 1.618749 -33.947080 0.4 0.6 0.4 0.000
O 2.315003 0.409031 -33.960875 -0.8 -0.8 0.2 0.000
O 2.413305 2.610346 -34.439696 -0.3 0.1 -0.2 0.000
N 0.921171 -0.534937 -28.026226 -0.6 1.1 -0.1 0.010
O 0.751283 -1.455231 -28.855588 0.0 -0.3 0.4 0.035
O 1.897518 -0.546121 -27.233787 0.2 -0.1 0.4 0.017
O 0.184880 0.441949 -28.027960 0.3 -0.8 0.0 0.014
N 2.930497 -4.090739 -27.883158 1.2 -0.6 -0.3 0.005
O 3.801427 -4.913159 -27.847663 -0.2 0.1 0.1 0.018
O 1.991926 -4.201977 -28.706639 -1.4 -0.3 -0.4 0.014
O 2.943209 -3.079875 -27.137186 -0.1 1.4 1.2 0.030
C -3.423444 1.566912 -27.412859 0.6 0.0 -0.9 0.000
C -4.200187 1.039118 -28.606545 -0.1 1.8 0.4 0.000
O -5.192062 0.272494 -27.977352 0.4 -0.1 -0.9 0.000
C -4.698646 -0.154993 -26.775296 0.3 -0.6 0.1 0.000
O -5.189527 -1.002710 -26.118061 -0.1 0.1 0.1 0.000
O -3.531725 0.480651 -26.510990 -0.3 0.3 0.6 0.000
F -3.382588 0.334897 -29.455712 -0.3 -0.5 0.4 0.000
H -3.860366 2.499254 -27.048828 -0.1 -0.2 0.3 0.000
H -2.380954 1.746155 -27.673473 0.0 -0.2 0.1 0.000
H -4.618549 1.852476 -29.201244 -0.4 -0.4 0.0 0.000
O -1.155119 -2.594019 -30.751477 1.0 -0.7 -0.5 0.029
C -2.142214 -1.932536 -31.094183 -0.8 0.5 3.2 0.006
O -2.087216 -0.757332 -31.618182 -0.4 -0.5 -0.8 0.004
C -0.971885 -0.299148 -32.433591 0.6 -0.1 -0.8 0.000
C 0.073384 0.475152 -31.668594 -1.2 -0.5 1.3 0.000
C -3.478089 -2.359803 -30.501029 0.2 -0.5 -0.7 0.001
H -1.462812 0.278028 -33.213935 0.0 0.2 0.1 0.000
H -0.519884 -1.157493 -32.935994 -0.1 -0.1 0.2 0.000
H 0.804022 0.876002 -32.361918 -0.2 0.3 0.2 0.000
H 0.526974 -0.196389 -30.937699 0.2 0.0 -0.4 0.000
H -0.432186 1.187995 -31.012055 0.1 0.6 -0.5 0.000
H -3.806151 -3.245844 -31.051783 -0.2 0.2 -0.2 0.000
H -4.239204 -1.592877 -30.470907 0.0 0.0 -0.3 0.000
H -3.324661 -2.759381 -29.499519 0.3 0.3 0.1 0.001
O 4.660821 0.237714 -27.342746 -0.5 -1.1 0.2 0.039
C 5.333966 1.189627 -27.732426 0.5 -0.4 0.9 0.007
O 5.397977 1.563883 -28.961238 0.3 0.7 0.0 0.003
C 4.587271 0.931227 -29.972279 0.0 -0.9 -0.7 0.000
C 3.183746 1.481723 -29.977409 0.0 1.0 -0.5 0.000
C 6.153474 1.993074 -26.777867 0.5 1.0 -0.7 0.001
H 4.634096 -0.150664 -29.828935 -0.2 0.1 0.2 0.000
H 5.107309 1.117595 -30.910775 0.0 0.2 0.3 0.000
H 2.724008 1.468965 -28.989729 -0.1 -0.2 -0.1 0.000
H 2.548211 1.030658 -30.738332 0.1 -0.6 0.5 0.000
H 3.195697 2.516288 -30.337544 0.3 0.1 0.4 0.000
H 7.190713 2.089912 -27.107077 0.0 -0.3 -0.2 0.000
H 6.152158 1.643069 -25.755694 -0.3 -0.1 0.0 0.000
H 5.799470 3.024262 -26.879186 -0.1 0.0 0.4 0.000
O 2.961310 0.763118 -25.074287 -0.1 -1.1 -0.5 0.016
C 2.813123 1.862384 -24.559059 1.2 0.2 0.8 0.002
O 1.750277 2.609178 -24.625675 0.0 -0.3 -0.4 0.001
C 0.642774 2.285172 -25.511326 -0.6 0.5 0.1 0.000
C 0.809196 3.124976 -26.765088 0.2 -1.0 -0.4 0.000
C 3.854413 2.476057 -23.627471 -0.8 -1.5 -0.9 0.000
H -0.214902 2.539951 -24.889857 -0.1 0.1 -0.2 0.000
H 0.581110 1.231440 -25.777622 0.3 0.0 0.3 0.000
H 1.216849 4.109035 -26.559304 -0.2 0.1 0.0 0.000
H -0.091874 3.159293 -27.377779 -0.2 0.3 0.4 0.000
H 1.478176 2.535846 -27.400318 0.3 0.5 0.0 0.000
H 3.857854 3.547204 -23.780352 0.1 0.1 0.7 0.000
H 4.808662 1.989461 -23.798436 0.2 0.3 -0.2 0.000
H 3.507895 2.051828 -22.680180 0.1 0.9 0.4 0.000
```
Positions in Å, forces in eV/Å.

---

This record from the Open Molecules 2025 dataset describes a structure of composition C19H27BCrNO2P in a non-equilibrium geometry. The level of theory is ωB97M-V/def2-TZVPD.

The spin multiplicity is 5. For the HOMO-LUMO gap (spin up / spin down), the calculation gives 6.7502 / 7.4313 eV. The value obtained for the HOMO energy (spin up / spin down) is -6.4 / -7.7 eV. For the total energy, the calculation gives -64109.8582 eV. As for the largest force on an atom: 1.830 eV/Å.

```
52
Properties=species:S:1:pos:R:3:forces:R:3:lowdin_spin:R:1
C -1.093998 -3.718344 1.890404 -0.3 0.2 -0.1 0.024
C 0.197003 -3.188629 1.934505 0.0 0.3 -0.3 -0.005
C 0.496197 -2.012631 1.217070 -0.3 -0.8 0.6 0.021
C -0.470858 -1.402256 0.432597 0.4 1.0 -0.8 -0.032
C -1.757070 -1.926852 0.396676 -0.4 -0.6 0.1 0.014
C -2.089193 -3.072580 1.138188 0.3 0.1 -0.2 -0.007
C 1.844960 -1.385549 1.384189 0.3 0.4 -0.2 0.009
C 2.540883 -0.729906 0.178464 0.8 -0.3 -0.2 0.026
N 3.128883 -1.639559 -0.766530 0.6 -0.6 0.3 0.006
Cr 0.063729 0.238247 -0.768996 0.5 -0.9 0.8 3.550
C -2.773881 -1.258977 -0.510044 -0.2 0.2 -0.2 0.009
P -1.858066 -0.325631 -1.806045 -0.4 -1.8 -0.2 0.081
H 0.992071 -3.669581 2.519748 -0.4 0.1 -0.2 -0.001
H -3.114187 -3.451908 1.087063 0.4 0.0 0.1 -0.001
H -1.339787 -4.620683 2.451694 0.1 0.2 -0.2 0.002
H -3.393825 -0.510971 0.007365 0.1 -0.3 0.1 0.001
H -3.429041 -1.991569 -0.999015 -0.1 0.1 0.2 0.001
H 1.770544 -0.572734 2.125234 -0.1 -0.3 0.0 0.002
H 2.526751 -2.147289 1.772859 0.2 0.2 0.1 0.001
H 1.952381 0.126083 -0.313250 0.3 -0.4 0.3 0.025
C -3.007402 0.793040 -2.607927 -0.5 0.3 -0.4 -0.001
C -1.459360 -1.626803 -3.023812 -0.3 0.0 -0.5 0.048
H 3.415055 -0.210149 0.605703 -0.5 0.3 -0.1 0.000
C 2.364153 -2.714246 -1.333763 -0.2 -0.1 -0.2 0.007
C 4.102552 -1.082463 -1.678652 -0.2 0.1 0.1 0.002
H -0.467780 1.732232 -1.572576 1.6 0.2 -0.4 0.045
H 3.046617 -3.381992 -1.882606 -0.2 0.2 0.2 0.000
H 1.863385 -3.307013 -0.561166 0.0 0.2 -0.1 0.000
H 1.597626 -2.357109 -2.053155 0.0 -0.1 0.1 0.006
H 4.626079 -1.898295 -2.197355 -0.1 0.3 0.2 0.000
H 3.635637 -0.438632 -2.446530 0.1 0.0 0.0 0.002
H 4.843450 -0.490468 -1.128111 -0.1 0.0 -0.1 0.000
H -2.373539 -2.024502 -3.487462 0.3 -0.1 0.0 0.008
H -0.807382 -1.173387 -3.782507 -0.2 -0.2 0.0 0.005
H -0.892245 -2.437191 -2.545788 -0.3 0.3 0.0 0.002
H -3.875105 0.275448 -3.036655 0.2 0.1 0.1 -0.001
H -3.353762 1.545716 -1.890387 0.1 -0.2 -0.1 0.000
H -2.472347 1.318377 -3.409203 -0.2 -0.1 0.1 0.000
H 0.341013 1.633216 -1.824866 -1.1 0.7 -0.1 0.069
O 1.031321 2.501316 1.021250 0.3 -0.7 0.0 0.018
B -0.005227 1.537979 0.828849 0.2 0.7 1.7 0.047
O -1.021117 1.808769 1.787289 0.4 -0.8 -0.1 0.011
C -0.704304 2.998760 2.357872 1.0 0.9 -1.0 0.001
C -1.632658 3.892586 2.836549 -0.4 0.6 0.0 0.001
C -1.402534 5.240122 2.531729 -0.1 0.0 0.6 0.000
C -0.162427 5.674677 2.047137 0.5 0.1 0.4 0.001
C 0.889456 4.765983 1.866190 0.0 0.6 -0.2 0.001
C 0.545262 3.429799 1.882513 -1.6 0.1 0.1 0.002
H -2.545996 3.515722 3.290008 -0.1 0.3 -0.4 0.000
H -2.215768 5.953024 2.673126 0.3 -0.1 0.1 0.000
H 0.003002 6.728743 1.793253 -0.1 -0.4 0.3 0.000
H 1.900845 5.058055 1.568875 -0.5 0.1 -0.2 0.000
```
Positions in Å, forces in eV/Å.

---

> Look up the total energy of the first one.

-130443.0864 eV